*1*
Formula: C4H5NO2
Source: the OMol25 dataset
Level of theory: ωB97M-V/def2-TZVPD

Each line ends with the Löwdin charge.
Element x y z (Å)
C: 1.20 0.65 -0.17  -0.146
C: 0.00 1.26 -0.14  -0.148
C: 1.40 -0.73 -0.46  -0.160
C: -1.27 -0.74 0.20  -0.134
N: -1.19 0.56 -0.09  -0.010
O: 2.29 -1.42 0.17  0.025
O: -2.53 -1.18 -0.06  -0.005
H: 2.09 1.28 -0.13  0.105
H: -0.11 2.34 -0.08  0.112
H: -2.04 1.08 -0.32  0.152
H: 2.73 -0.98 0.93  0.119
H: -2.58 -2.12 0.16  0.090

E_HOMO (eV): -7.5
Kohn-Sham gap (eV): 8.0
LUMO (eV): 0.53

---

*2*
Formula: C4H5NO2
Source: the OMol25 dataset
Level of theory: ωB97M-V/def2-TZVPD

Each line ends with the Löwdin charge.
Element x y z (Å)
O: -1.57 -1.97 -0.03  0.079
C: -0.72 -1.20 -0.42  -0.221
C: -0.74 0.29 -0.08  -0.293
C: 1.04 -0.04 1.39  -0.024
N: -0.12 0.46 1.24  0.042
C: 0.01 1.10 -1.12  -0.202
O: 0.97 0.65 -1.71  0.054
H: 0.16 -1.54 -0.99  0.130
H: -1.78 0.62 0.01  0.140
H: 1.64 -0.48 0.59  0.087
H: 1.44 -0.04 2.40  0.078
H: -0.32 2.15 -1.28  0.130

SMILES string: C=NC(C=O)C=O
E_HOMO (eV): -9.9
Kohn-Sham gap (eV): 10.1
LUMO (eV): 0.21

---

*3*
Formula: C4H5NO2
Source: the OMol25 dataset
Level of theory: ωB97M-V/def2-TZVPD

Each line ends with the Löwdin charge.
Element x y z (Å)
C: 0.48 -0.43 -0.57  -0.354
C: 0.01 0.12 0.51  0.026
C: -1.24 1.79 1.81  -0.347
C: 1.50 -1.46 -0.79  -0.017
N: -0.84 0.90 0.95  0.148
O: -2.42 2.12 1.67  0.008
O: -0.61 -0.35 -1.50  0.015
H: -0.32 2.17 2.21  0.132
H: 0.71 -2.24 -0.74  0.105
H: 1.65 -1.29 -1.81  0.058
H: 2.42 -1.61 -0.14  0.128
H: -1.31 0.28 -1.60  0.099

SMILES string: CC(O)=C=NC=O
E_HOMO (spin up / spin down) (eV): -8.1 / -8.1
Kohn-Sham gap (spin up / spin down) (eV): 7.5 / 7.5
LUMO (spin up / spin down) (eV): -0.54 / -0.54

---

*4*
Formula: C4H5NO2
Source: the OMol25 dataset
Level of theory: ωB97M-V/def2-TZVPD

Each line ends with the Löwdin charge.
Element x y z (Å)
O: 1.23 -2.08 0.56  0.089
C: 0.42 -1.55 1.27  -0.140
C: -0.05 -0.11 1.08  -0.364
O: -0.41 0.54 2.03  0.124
N: -0.01 0.42 -0.22  -0.208
C: -0.31 1.70 -0.53  0.049
C: -0.02 -0.27 -1.40  0.036
H: 0.02 -2.01 2.19  0.133
H: 0.29 2.19 -1.27  0.069
H: -1.11 2.22 0.01  0.080
H: -0.88 -0.15 -2.04  0.064
H: 0.82 -0.90 -1.68  0.069

E_HOMO (spin up / spin down) (eV): -8.3 / -8.5
Kohn-Sham gap (spin up / spin down) (eV): 7.7 / 7.8
LUMO (spin up / spin down) (eV): -0.60 / -0.68

---

Most stable: *2*. Least stable: *3*.

---

*1*
Formula: C4H5NO2
Source: the OMol25 dataset
Level of theory: ωB97M-V/def2-TZVPD

Each line ends with the Löwdin charge.
Element x y z (Å)
O: -1.89 -0.20 1.27  0.088
C: -1.69 -0.23 0.09  -0.229
C: -0.44 0.30 -0.55  -0.077
C: 0.52 1.05 0.33  -0.167
N: 1.62 0.07 0.48  0.051
C: 1.35 -1.05 -0.04  -0.289
O: 0.22 -1.28 -0.71  -0.024
H: -2.34 -0.76 -0.63  0.130
H: -0.51 0.65 -1.58  0.141
H: 0.93 1.98 -0.09  0.120
H: 0.10 1.30 1.33  0.122
H: 2.12 -1.82 0.10  0.134

SMILES string: O=C[C@H]1CN=CO1
E_HOMO (eV): -9.9
Kohn-Sham gap (eV): 10.0
LUMO (eV): 0.06

---

*2*
Formula: C4H5NO2
Source: the OMol25 dataset
Level of theory: ωB97M-V/def2-TZVPD

Each line ends with the Löwdin charge.
Element x y z (Å)
O: -0.37 -1.92 -0.32  0.063
C: -0.05 -0.96 -0.98  -0.263
C: -1.71 0.58 0.45  -0.348
O: -2.66 0.45 -0.23  0.166
N: -0.78 0.83 1.18  0.119
C: 0.87 0.15 -0.46  -0.138
C: 0.58 0.35 1.02  -0.204
H: -0.44 -0.85 -2.01  0.125
H: 0.72 1.08 -1.03  0.123
H: 1.90 -0.17 -0.63  0.123
H: 0.67 -0.61 1.54  0.119
H: 1.26 1.07 1.48  0.114

SMILES string: O=C=NCCC=O
E_HOMO (eV): -10.4
Kohn-Sham gap (eV): 10.9
LUMO (eV): 0.58

---

*3*
Formula: C4H5NO2
Source: the OMol25 dataset
Level of theory: ωB97M-V/def2-TZVPD

Each line ends with the Löwdin charge.
Element x y z (Å)
O: 2.55 -0.03 -0.75  0.064
C: 1.37 -0.24 -0.63  -0.226
C: 0.63 0.31 0.55  -0.195
C: -0.47 1.20 0.06  -0.063
N: -0.78 0.04 0.85  -0.013
C: -1.24 -1.16 0.27  -0.300
O: -1.61 -1.32 -0.86  0.071
H: 0.77 -0.71 -1.45  0.133
H: 1.25 0.54 1.41  0.148
H: -0.70 1.16 -1.00  0.122
H: -0.57 2.17 0.53  0.119
H: -1.20 -1.97 1.02  0.140

SMILES string: O=C[C@H]1CN1C=O
E_HOMO (eV): -10.1
Kohn-Sham gap (eV): 10.9
LUMO (eV): 0.84

---

*4*
Formula: C4H5NO2
Source: the OMol25 dataset
Level of theory: ωB97M-V/def2-TZVPD

Each line ends with the Löwdin charge.
Element x y z (Å)
N: -2.37 -0.58 -0.70  0.152
C: -1.19 -0.17 -0.54  -0.454
C: 0.11 -0.86 -0.38  0.050
C: 0.93 0.02 0.20  -0.311
O: 2.18 -0.08 0.68  0.096
C: 0.21 1.32 0.39  -0.100
O: -0.97 1.18 -0.37  -0.014
H: -0.08 1.43 1.45  0.145
H: -2.37 -1.60 -0.75  0.049
H: 0.29 -1.89 -0.65  0.119
H: 2.49 -0.99 0.58  0.126
H: 0.77 2.21 0.09  0.140

SMILES string: [H]/N=C1\C=C(O)CO1
E_HOMO (eV): -9.2
Kohn-Sham gap (eV): 9.6
LUMO (eV): 0.41

---

Most stable: *2*. Least stable: *3*.

---

*1*
Formula: C4H5NO2
Source: the OMol25 dataset
Level of theory: ωB97M-V/def2-TZVPD

Each line ends with the Löwdin charge.
Element x y z (Å)
O: 1.28 -1.54 -0.14  0.057
C: 1.26 -0.42 -0.61  -0.187
C: 0.63 0.67 0.24  -0.197
C: -0.73 1.23 0.18  -0.071
N: -0.46 0.04 1.01  0.017
C: -0.84 -1.11 0.21  -0.296
O: -0.99 -1.04 -0.99  0.032
H: 1.77 -0.21 -1.55  0.134
H: 1.41 1.21 0.79  0.148
H: -1.34 1.06 -0.70  0.111
H: -0.95 2.12 0.77  0.114
H: -1.05 -2.01 0.79  0.139

SMILES string: O=C[C@H]1CN1C=O
E_HOMO (eV): -10.2
Kohn-Sham gap (eV): 10.7
LUMO (eV): 0.49

---

*2*
Formula: C4H5NO2
Source: the OMol25 dataset
Level of theory: ωB97M-V/def2-TZVPD

Each line ends with the Löwdin charge.
Element x y z (Å)
O: -2.08 0.35 0.90  0.017
C: -1.65 -0.44 0.08  -0.302
C: -0.74 -0.17 -1.06  -0.038
C: 0.64 1.17 0.32  -0.072
N: 1.43 0.02 0.56  0.064
C: 1.23 -1.01 -0.13  -0.176
O: 0.31 -1.02 -1.16  -0.060
H: -2.07 -1.46 -0.02  0.134
H: -0.07 1.07 -0.64  0.082
H: 1.26 2.04 0.09  0.112
H: -0.06 1.38 1.13  0.098
H: 1.81 -1.92 -0.07  0.140

E_HOMO (eV): -9.0
Kohn-Sham gap (eV): 8.7
LUMO (eV): -0.38

---

*3*
Formula: C4H5NO2
Source: the OMol25 dataset
Level of theory: ωB97M-V/def2-TZVPD

Each line ends with the Löwdin charge.
Element x y z (Å)
C: 0.45 0.25 -1.70  -0.032
C: 0.07 -0.07 -0.29  -0.295
C: -0.62 -1.10 0.19  -0.048
O: -0.92 -0.94 1.53  0.083
C: -0.47 0.30 1.88  -0.516
O: -0.65 0.82 2.96  0.119
N: 0.26 0.83 0.80  0.149
H: 0.01 1.20 -2.02  0.087
H: 1.53 0.31 -1.84  0.079
H: 0.06 -0.54 -2.35  0.083
H: -0.93 -2.03 -0.26  0.131
H: 1.21 0.98 1.10  0.160

SMILES string: Cc1coc(=O)[nH]1
E_HOMO (eV): -9.0
Kohn-Sham gap (eV): 9.7
LUMO (eV): 0.69

---

Most stable: *3*. Least stable: *2*.